No. 1
Formula: C30H50B2F18O22S2Zr
Source: the Open Molecules 2025 dataset
Level of theory: ωB97M-V with the def2-TZVPD basis set

Geometry as XYZ:
```
125
C30H50B2F18O22S2Zr | the Open Molecules 2025 dataset | ωB97M-V with the def2-TZVPD basis set
Zr 0.127 2.152 -2.167
B 1.982 2.229 -3.416
H 2.939 2.352 -4.082
H 1.222 3.051 -3.572
H 1.395 1.272 -3.493
H 2.182 2.347 -2.308
B -1.974 2.938 -2.179
H -1.421 2.962 -1.196
H -1.878 1.850 -2.479
H -3.087 3.293 -2.071
H -1.368 3.491 -2.965
O -0.048 0.027 -2.024
C 0.052 -0.445 -0.692
C 0.843 0.545 0.236
O 0.644 1.914 -0.081
H 0.512 -1.431 -0.577
H -0.963 -0.526 -0.277
H 1.910 0.395 0.009
H 0.654 0.231 1.269
C 3.958 4.690 -1.405
C 2.990 4.697 -0.222
O 1.960 5.685 -0.443
C 0.862 5.384 -1.036
O 0.621 4.361 -1.623
C -0.143 6.567 -1.026
F -0.799 6.563 0.161
F 0.507 7.725 -1.137
F -1.029 6.427 -2.034
H 3.551 4.061 -2.196
H 4.907 4.229 -1.143
H 4.067 5.707 -1.775
H 3.480 4.945 0.713
H 2.557 3.699 -0.111
C -2.405 3.313 1.811
C -1.043 3.911 2.090
O -1.354 5.150 2.757
C -0.312 5.785 3.231
O 0.795 5.415 3.122
C -0.715 7.132 3.876
F -0.207 7.206 5.136
F -0.190 8.121 3.107
F -2.050 7.308 3.926
H -2.356 2.270 1.489
H -2.973 3.956 1.144
H -2.980 3.223 2.741
H -0.552 4.105 1.139
H -0.349 3.279 2.642
C 1.593 2.521 5.120
C 1.734 1.235 4.315
O 2.731 1.504 3.307
C 3.429 0.502 2.834
O 3.328 -0.618 3.197
C 4.468 0.913 1.779
F 4.258 2.196 1.351
F 5.683 0.901 2.421
F 4.479 0.111 0.751
H 0.618 2.619 5.609
H 1.758 3.437 4.563
H 2.285 2.487 5.967
H 0.791 0.983 3.823
H 2.019 0.407 4.957
C 0.033 -1.585 4.316
C -0.803 -1.297 3.079
O -2.162 -1.150 3.470
C -3.019 -0.711 2.601
O -2.737 -0.369 1.520
C -4.464 -0.963 3.067
F -5.173 -1.439 2.046
F -4.516 -1.853 4.023
F -5.051 0.180 3.449
H 0.986 -1.938 3.927
H -0.443 -2.273 5.010
H 0.249 -0.681 4.891
H -0.648 -2.149 2.422
H -0.450 -0.380 2.610
C 4.566 -6.990 -0.717
C 3.433 -6.562 0.176
O 3.448 -5.124 0.238
C 2.315 -4.524 0.468
O 1.269 -5.024 0.472
C 2.533 -3.015 0.722
F 1.604 -2.560 1.561
F 3.721 -2.802 1.280
F 2.471 -2.367 -0.447
H 4.660 -8.049 -0.942
H 5.535 -6.563 -0.471
H 4.300 -6.552 -1.687
H 3.514 -6.937 1.202
H 2.467 -6.947 -0.151
C -4.802 -0.480 -0.911
C -3.795 -0.486 -2.028
O -4.176 -1.550 -2.929
C -3.542 -1.763 -4.030
O -2.661 -1.123 -4.513
C -4.041 -3.043 -4.722
F -5.353 -2.992 -4.910
F -3.432 -3.244 -5.891
F -3.738 -4.115 -3.936
H -4.911 -1.449 -0.441
H -5.789 -0.217 -1.310
H -4.556 0.272 -0.167
H -2.834 -0.790 -1.592
H -3.643 0.458 -2.546
C -1.943 -4.693 -1.229
C -1.770 -3.197 -1.121
O -2.593 -2.779 -0.050
S -3.266 -3.987 0.747
O -4.632 -4.032 0.343
O -3.014 -3.855 2.139
O -2.381 -5.147 0.091
H -1.060 -5.252 -1.520
H -2.817 -4.997 -1.820
H -1.961 -2.671 -2.053
H -0.753 -2.951 -0.815
C 0.614 -2.950 -5.039
C 1.162 -2.429 -3.712
O 1.214 -3.539 -2.844
S 1.469 -4.882 -3.681
O 0.796 -5.974 -3.081
O 2.821 -5.011 -4.091
O 0.591 -4.380 -4.946
H 1.150 -2.695 -5.952
H -0.394 -2.588 -5.259
H 0.557 -1.627 -3.288
H 2.146 -1.977 -3.890
```

As for the net charge: 0. As for the energy: -150183.70497 eV. Its HOMO-LUMO gap is 9.081 eV.


No. 2
Formula: C16H34P2Sn
Source: the Open Molecules 2025 dataset
Level of theory: ωB97M-V with the def2-TZVPD basis set

Geometry as XYZ:
```
53
C16H34P2Sn | the Open Molecules 2025 dataset | ωB97M-V with the def2-TZVPD basis set
P -0.330 -1.996 -1.161
P -0.329 1.989 -1.824
C -0.886 -0.757 -2.387
C 0.041 0.448 -2.681
H -1.879 -0.428 -2.039
H -1.048 -1.301 -3.338
H 1.100 0.228 -2.466
H -0.009 0.671 -3.761
C -1.978 2.604 -2.199
H -2.342 3.252 -1.389
H -2.694 1.786 -2.332
H -1.960 3.200 -3.124
C 0.872 3.218 -2.384
H 0.512 3.731 -3.283
H 1.829 2.736 -2.612
H 1.047 3.955 -1.590
C -1.790 -2.830 -0.508
H -1.593 -3.371 0.426
H -2.106 -3.566 -1.271
H -2.622 -2.128 -0.360
C 0.535 -3.273 -2.112
H 1.432 -2.874 -2.596
H -0.109 -3.675 -2.910
H 0.829 -4.112 -1.469
Sn -2.351 -1.293 3.256
C 1.285 2.316 0.564
C 0.022 1.944 -0.054
C -0.625 0.667 0.623
C 0.214 -0.569 0.980
C 1.077 -1.168 -0.189
C 2.113 -0.280 -0.673
C 2.929 0.348 0.385
C 2.206 1.447 1.269
C -0.838 -2.529 4.299
H 1.566 3.369 0.511
H -0.676 2.783 0.198
H -1.491 0.307 0.046
H -1.049 1.018 1.576
H 0.762 -0.454 1.930
H -0.516 -1.341 1.311
H 1.626 -2.030 0.248
H 2.642 -0.651 -1.567
H 3.879 0.746 -0.012
H 3.190 -0.467 1.096
H 1.811 1.017 2.207
H 2.984 2.138 1.622
H -0.143 -1.878 4.847
H -0.299 -3.126 3.547
H -1.372 -3.196 4.993
C -1.466 0.612 3.985
H -0.635 0.376 4.658
H -2.261 1.133 4.535
H -1.104 1.252 3.178
```

As for the net charge: +2. As for the energy: -41532.27016 eV. Its HOMO-LUMO gap (spin up / spin down) is 6.284 / 6.619 eV.


No. 3
Formula: C4H6O2
Source: the Open Molecules 2025 dataset
Level of theory: ωB97M-V with the def2-TZVPD basis set

Geometry as XYZ:
```
12
C4H6O2 | the Open Molecules 2025 dataset | ωB97M-V with the def2-TZVPD basis set
C -1.262 1.101 -0.416
C 0.219 -1.500 0.311
C -0.754 2.119 0.483
C 1.332 -1.952 -0.564
O -2.220 0.865 -1.100
O -0.423 -1.893 1.255
H -0.648 1.634 1.404
H 0.197 2.561 0.203
H -1.460 3.062 0.620
H 1.854 -2.970 -0.297
H 2.038 -1.123 -0.280
H 1.126 -1.905 -1.619
```

As for the net charge: 0. As for the energy: -8336.06762 eV. Its HOMO-LUMO gap (spin up / spin down) is 7.726 / 8.048 eV.


No. 4
Formula: C4H8N2O
Source: the Open Molecules 2025 dataset
Level of theory: ωB97M-V with the def2-TZVPD basis set

Geometry as XYZ:
```
15
C4H8N2O | the Open Molecules 2025 dataset | ωB97M-V with the def2-TZVPD basis set
C -0.032 -2.007 -1.906
C 0.465 -0.786 -1.187
O 1.613 -0.562 -0.908
C -0.666 0.151 -0.928
N -1.682 0.705 -1.019
H -0.501 -1.684 -2.842
H 0.794 -2.690 -2.104
H -0.810 -2.493 -1.307
C -0.155 1.198 2.230
N 0.454 1.272 0.914
H 0.344 0.422 2.819
H -1.206 0.907 2.117
H -0.119 2.139 2.798
H 1.458 1.399 0.947
H 0.045 2.028 0.376
```

As for the net charge: 0. As for the energy: -9304.09890 eV. Its HOMO-LUMO gap is 9.381 eV. The SMILES is CC(=O)C#N.CN.


No. 5
Formula: C4H9NO2
Source: the Open Molecules 2025 dataset
Level of theory: ωB97M-V with the def2-TZVPD basis set

Geometry as XYZ:
```
16
C4H9NO2 | the Open Molecules 2025 dataset | ωB97M-V with the def2-TZVPD basis set
C -0.335 -0.847 -1.501
N 0.921 -0.631 -0.809
C 1.490 -1.481 0.266
C 1.323 -0.019 0.317
O 1.440 1.041 0.879
H -0.193 -1.659 -2.220
H -0.616 0.058 -2.045
H -1.132 -1.115 -0.798
H 2.439 -1.962 0.038
H 0.778 -2.068 0.848
H -0.024 2.087 -0.674
H -0.658 2.373 -0.939
C -1.357 1.069 1.667
O -1.258 -0.089 1.332
H -2.348 1.536 1.822
H -0.470 1.705 1.818
```

As for the net charge: 0. As for the energy: -9875.61248 eV. Its HOMO-LUMO gap is 10.209 eV. The SMILES is CN1CC1=O.[H][H].C=O.


No. 6
Formula: C4H4N2
Source: the Open Molecules 2025 dataset
Level of theory: ωB97M-V with the def2-TZVPD basis set

Geometry as XYZ:
```
10
C4H4N2 | the Open Molecules 2025 dataset | ωB97M-V with the def2-TZVPD basis set
C 0.555 0.371 0.015
C -0.588 1.083 -0.020
C 0.755 -1.101 -0.020
C -1.903 0.418 -0.016
N -0.080 -2.038 -0.003
N -1.786 -0.838 0.011
H 1.491 0.908 0.066
H -0.570 2.162 -0.031
H 1.814 -1.385 -0.080
H -2.502 -1.543 0.048
```

As for the net charge: 0. As for the energy: -7188.11935 eV. Its HOMO-LUMO gap (spin up / spin down) is 8.297 / 8.279 eV.